C4H60BO38 | wB97M-V/def2-TZVPD

The largest force on an atom is 0.1781 Eh/bohr. For the frontier orbital gap, the calculation gives 0.3069 Eh. Its total charge is -1. The value obtained for the relative energy (zero: lowest compared OMol25 entry of this formula, charge and spin) is 102.6 kJ/mol.

Last column: Löwdin charge in e.
CARTESIAN COORDINATES (ANGSTROEM)
H: -2.75850 3.93927 0.92969  -0.02
H: 3.84950 0.07527 2.81169  -0.02
O: 0.14150 5.05727 0.99369  -0.01
H: 0.82450 2.42527 2.67069  0.04
C: 0.29950 -2.32973 0.62269  -0.34
B: 0.18950 -0.11973 0.36669  -0.75
H: 3.11750 -4.16473 -0.69531  0.05
O: 3.29050 -5.63173 1.32269  0.00
O: -0.39850 4.09727 -4.44131  -0.04
H: -1.42350 3.02327 3.65169  -0.01
H: -2.93850 0.87727 2.65069  0.04
H: -2.92550 -2.23473 1.11569  0.03
H: 4.12250 -0.94973 -1.45131  0.00
H: -3.10650 2.74027 -2.93631  -0.01
H: -3.02050 0.35227 4.08869  0.10
H: 0.93950 4.76027 1.46169  0.04
H: 3.04350 -2.57073 3.75569  0.01
H: 1.59350 -5.99173 1.76369  -0.03
O: 3.57750 -3.01273 3.13469  -0.02
H: -3.47050 2.78127 -4.37031  0.03
H: -3.95650 2.09527 -0.94931  0.01
H: 3.79750 -6.32773 1.75469  0.08
H: 3.10150 -3.02373 2.32369  -0.04
O: -3.31950 -1.50173 1.60569  -0.04
O: 0.31450 4.96727 -1.84231  -0.07
H: -2.74050 -1.18573 2.27969  0.00
H: -0.01050 -5.65573 -1.49431  0.01
O: -0.38050 1.37327 -4.40231  -0.06
O: 0.78450 -3.68273 3.39769  -0.03
C: -0.74450 1.87327 0.58969  -0.42
H: -0.12350 -3.40273 3.41569  0.03
O: -1.34650 2.81527 1.09069  0.10
H: -2.52550 6.08227 -1.33731  0.08
H: 1.67950 3.52627 3.08169  0.08
H: -1.31950 4.29327 -4.54231  0.02
O: -2.15450 -0.79573 -2.64231  -0.05
H: 1.61350 -4.47973 -0.50631  -0.04
O: -3.26750 0.35927 -0.45231  -0.01
O: -0.10850 -6.15073 -0.73531  0.00
C: 1.57150 -1.76373 0.71969  -0.36
O: 1.63250 2.87727 2.38869  -0.03
H: 3.12150 -2.96373 -2.22431  -0.01
H: 4.74050 0.08827 1.02269  0.03
H: -2.80450 4.33327 2.93269  -0.04
H: -1.19750 -4.37973 1.16369  0.01
H: 0.74350 -4.51073 2.89369  0.01
O: -0.87450 2.27927 3.94769  -0.06
H: 0.33150 4.15527 -2.34131  -0.02
H: 2.97850 1.27927 2.47769  0.00
O: 1.60050 -0.51573 0.55969  0.29
O: 1.79750 2.47627 -3.08131  -0.02
O: -0.95750 2.36627 -1.69231  0.15
O: 0.47550 -1.51073 -2.69731  -0.02
O: 4.88950 -0.82873 1.24169  -0.02
H: 2.27950 3.21527 -3.45731  0.07
O: -2.57250 4.36727 3.84669  -0.03
H: 3.75750 -4.86873 1.55869  0.01
O: -2.46250 5.14427 -1.59831  -0.03
O: 2.64050 -2.42573 0.62269  0.09
H: -1.30250 1.49827 3.62169  -0.04
O: 3.68550 -2.53573 -2.88531  -0.06
H: -0.57250 4.54227 1.26569  -0.02
H: 0.32150 1.32427 -3.77031  -0.02
H: -3.07550 3.66427 4.20769  0.02
H: -4.01450 3.43227 1.59369  0.07
H: 4.13650 -1.20873 0.85769  -0.05
H: 0.39850 -5.90773 0.90769  -0.02
H: 1.94450 2.68527 -2.16131  -0.01
O: -0.56450 -1.39373 0.51269  0.29
H: 3.24950 0.02127 -0.61631  -0.05
O: -3.01450 2.24627 -3.75031  -0.03
H: -0.36950 -1.14173 -2.45031  -0.02
H: -3.25750 -0.37473 0.13769  -0.02
O: -0.26250 0.94027 1.26269  0.30
O: -3.49550 4.23227 1.41869  -0.02
C: -0.63650 1.55427 -0.80731  -0.45
H: -1.53950 4.98227 -1.56331  -0.03
H: -2.05150 -1.72473 -2.34631  0.02
O: 2.99550 0.41227 2.85269  -0.01
O: -2.48050 0.39627 3.29469  0.01
H: -2.49150 -0.87373 -3.55331  0.10
H: 1.07250 -0.88173 -3.05931  0.03
H: 0.40650 4.72427 -0.90031  0.00
H: -3.51550 3.57827 -1.37931  -0.03
O: 2.29250 -4.44273 -1.13531  -0.04
H: 2.86850 2.48027 -0.40931  0.02
O: -0.03250 0.49927 -0.99431  0.27
O: 3.73750 -0.10173 -1.37431  0.01
H: -2.88050 -0.06473 -1.21531  0.00
H: 0.19450 -6.97473 -1.12531  0.09
H: -1.19250 1.26327 -3.89131  0.00
O: 0.65950 -6.07673 1.82269  -0.06
O: -2.08450 -4.75673 1.48669  -0.07
H: 1.84650 2.94127 0.56369  -0.01
H: -2.54150 -5.09273 0.72669  0.02
H: -0.98250 -3.24973 -1.06031  0.03
H: -2.59250 -3.37973 -1.24131  0.04
O: -1.75450 -3.30473 -1.65731  -0.01
H: -0.24250 3.16427 -4.44231  -0.04
O: 2.17050 3.07627 -0.31331  0.02
H: 3.16150 -2.67273 -3.69431  0.06
O: 0.06550 -3.52473 0.31969  0.05
O: -4.19050 2.90827 -1.42031  -0.06

Atomic forces in eV per Å
1.4248 -0.7181 -1.3922
2.4548 -1.1041 -0.2382
2.4763 1.9674 -0.6898
-0.5155 -0.4945 0.1601
-3.5185 -4.6695 -1.8422
0.0520 1.0042 -0.8472
-0.9407 -0.4791 0.0617
-0.4367 -2.0534 -0.4423
1.0741 2.0060 -0.1066
0.2846 0.1599 0.2025
-1.3219 1.1654 -1.6253
0.2149 -0.0545 0.6575
0.3052 -1.4572 0.0359
-0.2094 -0.1453 0.6644
-0.1472 0.0726 -0.0098
-0.7160 -0.0272 -0.2188
-1.2030 0.6692 1.0558
1.6707 0.0892 0.0379
2.2352 -1.0605 0.0622
-0.6704 0.5903 -1.0620
0.4222 0.2303 -0.1013
-0.0750 -0.1348 -0.0593
-0.7940 0.2340 -0.8130
-1.3146 -0.6217 -1.3348
-0.0127 0.6773 1.0129
0.9914 0.1379 0.7223
0.0951 2.7616 -2.4905
-0.5938 -0.6283 -0.9579
0.3606 0.3440 -0.0974
-3.5894 3.5542 1.3492
-0.6970 0.1566 0.2350
0.8063 -0.7562 -0.6275
-0.1709 -0.7161 -0.1839
0.4503 0.6047 0.5391
-0.6001 -0.3577 0.0747
-0.4682 -0.3720 -0.4739
-1.1927 0.1507 1.7516
0.0991 1.0376 -0.0387
-0.4007 -2.0416 1.2957
8.7272 -2.6386 -0.8460
-0.0743 -0.1945 -0.1922
-0.1980 -0.0395 -0.0516
0.4758 0.5242 -0.2355
-0.6423 0.5235 -1.9051
-1.9296 -1.0618 0.3797
0.0048 -0.4250 -0.1648
1.3168 0.9671 0.5185
-0.1498 -0.4629 -0.5695
-0.0526 0.9779 -0.1674
-1.8311 2.5286 0.0447
0.4659 0.1427 -0.2036
0.1661 -1.8237 1.9210
0.2961 -2.4151 0.5867
1.9766 0.9742 0.9208
-0.0548 0.1227 -0.7729
1.1813 0.8769 1.4194
0.9744 2.1383 0.7465
-2.0655 1.0906 0.3382
-2.6913 1.0955 0.9013
-0.1175 -0.6611 -0.2432
-0.3153 -0.3292 -0.4108
-1.6058 -1.5644 0.8661
0.8098 0.1346 0.7040
-0.8379 -0.8789 0.9806
0.0591 0.3371 -0.4722
-1.7830 -1.5814 -0.6347
-0.3455 -0.1759 -0.0032
-0.3881 -0.2528 0.9234
-0.9853 1.2170 0.2267
-1.6257 -0.2760 2.4636
0.7707 -0.9453 -0.1846
0.0302 0.9810 -0.5609
-0.4620 -0.8261 1.7034
1.9809 -3.4626 2.4066
-2.1267 0.5400 1.2382
-2.1063 6.8951 -4.8435
2.2548 -0.4530 -0.3563
-0.0464 -0.1500 -0.1130
-2.6218 0.0585 0.8299
0.8366 -1.7960 1.4628
0.2156 0.3522 0.4776
0.3604 1.1587 -0.2236
0.1445 0.1790 -0.4127
0.7261 0.6507 0.6766
2.3285 0.0276 -2.2200
1.9819 -1.5256 -0.2422
2.3174 -5.0395 0.8159
1.1227 2.0741 -2.8220
0.2247 0.2574 -1.4853
0.0788 -0.7399 0.6986
-0.1190 0.3619 -0.0042
-1.3131 -0.0187 0.5105
1.5463 1.3403 0.3349
-0.3575 0.0455 1.3587
-0.0363 -0.3471 -0.6521
-0.8661 -0.3284 0.2602
-0.6700 -0.2752 1.1855
1.0525 0.2815 -1.6520
-0.5230 -1.4617 -0.1358
-1.2289 1.3039 -1.0302
0.3886 0.2333 0.3820
0.8044 2.5542 1.3189
-1.2777 -0.5176 -0.0562

C2H9NO3 | wB97M-V/def2-TZVPD

The largest force on an atom is 0.1306 Eh/bohr. For the frontier orbital gap, the calculation gives 0.3889 Eh. The value obtained for the relative energy (zero: lowest compared OMol25 entry of this formula, charge and spin) is 242.6 kJ/mol. As for the structure (SMILES): CNC=O.O.O.

Last column: Löwdin charge in e.
CARTESIAN COORDINATES (ANGSTROEM)
H: 2.08146 -0.64519 -0.46787  -0.10
N: -2.16279 0.12587 0.38453  -0.06
O: 2.89869 -0.62614 -0.81568  -0.04
C: -1.04013 -0.25212 -0.40880  -0.27
O: 0.16711 -0.54301 -0.15659  -0.01
O: 3.60668 2.51078 -0.00359  -0.06
H: -1.77624 -1.43458 1.54078  0.08
H: 2.81021 -0.20301 -1.74692  0.10
C: -2.69638 -1.03030 1.11745  -0.10
H: 3.38602 2.00766 -0.79134  0.01
H: -1.32658 -0.06660 -1.51198  0.14
H: 3.37294 1.78090 0.56708  0.02
H: -3.26934 -1.73489 0.47712  0.09
H: -2.73124 0.75802 -0.16382  0.11
H: -3.32040 -0.64740 1.97964  0.10

Atomic forces in eV per Å
-4.8427 -0.1209 1.7505
2.3522 -1.1162 -0.5161
4.8739 1.4359 -4.3887
2.5680 1.5132 -1.7058
-5.1078 0.3872 0.2604
-0.2879 -0.4480 -0.3156
-0.4489 -0.6725 0.0986
0.0557 -1.2963 2.5516
-0.6530 1.2206 1.2442
0.2073 0.4842 -0.8661
0.7536 -0.2951 1.0674
0.1116 -0.0894 1.2134
0.4377 0.3272 0.4993
-0.5354 -0.6660 0.1158
0.5156 -0.6638 -1.0088

C9H8Cl4O3S | wB97M-V/def2-TZVPD

The largest force on an atom is 0.0577 Eh/bohr. For the frontier orbital gap, the calculation gives 0.2465 Eh. The value obtained for the relative energy (zero: lowest compared OMol25 entry of this formula, charge and spin) is 70.9 kJ/mol.

Last column: Löwdin charge in e.
CARTESIAN COORDINATES (ANGSTROEM)
C: -1.82686 1.47700 1.51395  -0.59
C: 1.56820 -1.33503 -2.38115  -0.22
C: -1.33359 0.19151 1.05260  -0.31
H: -0.89839 -2.37656 -2.29413  0.06
C: -1.16277 -1.39833 -1.87643  -0.20
C: 0.19701 -0.06890 1.27553  -0.46
C: 1.01359 1.12939 1.52563  -0.59
C: 0.87754 -1.24273 0.70458  -0.24
H: -1.72541 -1.53259 -0.94014  0.03
S: 0.31843 -0.55580 -1.40814  0.80
H: 1.66385 -0.69298 -3.26888  0.07
Cl: -3.53621 1.61129 1.61155  0.74
C: -0.97217 2.51965 1.86094  -0.67
H: -1.70548 -0.74659 -2.57859  0.08
Cl: -1.63273 3.98557 2.42494  0.74
O: 0.23405 0.90780 -1.68563  -0.45
O: -2.12139 -0.64512 0.61740  0.03
C: 0.44542 2.34074 1.80315  -0.72
Cl: 1.45907 3.63880 2.15357  0.73
O: 0.37534 -1.18158 2.07857  0.04
H: 1.19466 -2.34526 -2.61171  0.06
Cl: 2.69558 0.93836 1.49488  0.81
H: 1.95523 -1.12066 0.47141  0.08
H: 2.48622 -1.38274 -1.77593  0.06
H: 0.43081 -2.11523 0.23207  0.11

Atomic forces in eV per Å
0.7405 1.7853 0.5486
-0.1419 -0.1460 -0.9154
0.0199 -0.7717 -0.3745
-0.2748 0.2758 -0.1468
-0.4339 -0.3569 -0.6556
-2.0136 0.4619 -0.8843
-1.0601 1.2601 0.5131
-0.4313 -0.9965 1.5445
0.1652 0.0000 -0.7434
0.1911 1.3327 -1.3941
0.3448 -0.5265 0.0312
0.1892 0.1780 -0.0044
-2.2924 -1.8427 -0.4016
0.1132 -0.4265 0.1195
0.1482 0.0602 -0.0654
-0.1544 -0.0737 -0.3651
1.3967 0.7472 1.0680
1.3767 -1.6320 -0.2957
0.4136 1.0231 0.1417
1.8669 -0.9354 1.6027
0.5191 0.3663 -0.1643
0.5890 0.1241 0.1619
-0.7283 -0.2340 0.7365
-0.2620 0.1175 -0.4320
-0.2814 0.2096 0.3747